1.
This record from the Open Molecules 2025 dataset describes a molecular structure, C36H25Br2N2O7PSe2V. The level of theory is the ωB97M-V functional and the def2-TZVPD basis.

```
76
Properties=species:S:1:pos:R:3:forces:R:3:mulliken_charge:R:1
C -2.78367 -2.44085 -1.58899 0.0173 0.0459 -0.0224 -0.424
V 0.16431 -0.29015 1.02128 -0.4113 0.7899 0.2056 0.509
O -7.44910 -2.33894 -0.08589 -0.0005 0.0757 -0.0310 -0.614
C 3.01117 -2.26456 1.45495 0.0052 0.0902 0.0684 0.832
C -1.67754 -2.47723 4.44983 -0.0272 0.0400 0.0762 -1.153
H -1.93411 -3.49238 4.71815 -0.0025 0.0015 0.0091 0.413
C 1.66717 1.25022 -6.50911 -0.0262 0.0106 -0.0052 -0.404
C 1.95797 -2.70693 0.58989 -0.0834 -0.0338 -0.1016 1.232
C 2.30935 4.02458 -1.40411 0.0128 -0.0115 0.0149 -0.338
C 2.56118 1.01324 -5.47448 0.0152 -0.0070 0.0149 -0.651
H 6.11192 -3.23983 2.49870 -0.0047 -0.0072 -0.0098 0.380
C -1.03316 0.04891 3.63562 -0.0063 -0.0024 0.1796 0.719
H -5.42577 -4.21945 -2.76660 0.0012 -0.0041 -0.0028 0.482
C -0.00147 1.90544 -4.90435 -0.0066 -0.0474 0.0093 -0.395
Se 1.60590 0.79093 -0.84590 0.1435 -0.1690 -0.0738 -0.463
C -2.66077 -0.74980 0.28898 -0.0344 -0.0148 -0.0754 0.277
C 0.89346 1.67452 -3.86491 -0.0564 0.0274 0.0243 0.677
C 2.84423 -1.08489 2.24703 0.0404 -0.0135 -0.0286 0.103
C -1.58887 1.01696 5.77344 0.0081 0.1063 -0.0271 0.006
H 1.21709 -4.08341 -0.83968 0.0006 -0.0023 0.0005 0.332
H 4.32548 -3.90348 0.96451 0.0104 -0.0035 0.0032 0.343
C 2.10818 -3.96424 -0.22986 0.0003 -0.0002 0.0521 -1.998
H 2.23152 -4.83606 0.41438 0.0075 0.0000 -0.0015 0.407
H -2.98267 -3.90050 -3.14952 -0.0048 0.0006 -0.0014 0.406
O -1.42319 -0.62072 -0.06634 0.5081 -0.1980 0.4441 -0.256
H 1.96737 1.08408 -7.53658 0.0000 -0.0036 -0.0009 0.353
C -3.42712 -1.71730 -0.59263 -0.0263 0.0803 -0.0020 0.251
N -6.90870 -2.98630 -0.95924 -0.1410 -0.1857 0.1704 1.038
C 1.07930 3.76705 -1.99517 -0.0329 -0.0373 -0.0146 0.653
H -1.00778 2.22870 -4.66626 0.0084 0.0130 0.0108 0.290
O -0.28065 1.41725 1.86854 0.1452 -0.3467 -0.1825 -0.225
H -0.61954 4.62038 -2.97808 0.0044 -0.0055 -0.0056 0.322
C 5.03935 -1.49823 3.21856 -0.0542 0.0326 -0.0058 -0.471
O 0.87083 -2.10938 0.46802 0.0475 -0.2251 -0.0407 -0.027
C 2.17609 1.22382 -4.15857 0.0316 0.0168 0.0170 -0.440
O -3.22067 -0.20337 1.22131 0.0155 -0.0189 0.0153 -0.713
P 0.38469 2.06724 -2.13779 -0.0438 0.0927 -0.0025 0.424
H -0.32262 1.87146 -7.02133 0.0002 0.0016 -0.0035 0.375
C -0.77338 2.39935 3.97600 -0.0697 0.0131 -0.2288 -0.521
O -7.48280 -3.81273 -1.64738 0.0041 0.0461 -0.0724 -0.649
C 5.20589 -2.65383 2.42685 0.0303 -0.0430 -0.0172 -0.857
H 2.49108 7.36953 -1.91458 -0.0013 0.0018 0.0048 0.361
H 3.76984 5.50809 -0.90139 0.0004 0.0038 -0.0012 0.381
C -1.22903 2.24488 5.29138 -0.0322 -0.0809 0.0746 -0.333
H 3.56172 0.65869 -5.69029 0.0009 0.0010 -0.0034 0.378
C -0.68402 1.33149 3.09365 0.0433 0.0935 0.2539 0.408
Se -1.71812 2.10841 -1.94334 -0.0195 0.0340 -0.0511 -0.407
C 0.86394 6.10825 -2.52716 0.0004 0.0014 -0.0007 -0.629
H -1.29264 3.11863 5.92476 -0.0045 -0.0100 0.0147 0.425
H -1.72657 -2.26919 -1.74293 -0.0014 -0.0027 0.0042 0.483
C 0.35608 4.81928 -2.55146 -0.0056 0.0217 0.0068 -0.472
H 2.98448 -3.89748 -0.87478 -0.0042 0.0079 -0.0118 0.443
H 5.82791 -1.20256 3.90070 0.0003 0.0051 0.0032 0.409
Br -0.29038 4.11837 3.36568 0.0015 -0.0199 0.0048 -0.186
C -1.16441 -2.20770 3.17164 0.0249 0.0343 -0.0489 -0.363
C 2.09701 6.36084 -1.93982 0.0024 0.0007 -0.0014 -0.383
Br -2.20550 0.87207 7.56387 -0.0054 -0.0050 0.0229 -0.273
C 2.81474 5.31788 -1.37544 0.0087 0.0119 0.0019 -0.642
H 2.86068 3.21304 -0.94724 -0.0009 -0.0009 -0.0042 0.269
H 3.76836 0.14849 3.73460 0.0091 -0.0013 0.0051 0.470
H 2.86800 1.02571 -3.34973 0.0114 0.0004 -0.0043 0.293
C 4.20493 -3.01585 1.57167 0.0008 -0.0116 -0.0109 -0.939
C 0.38450 1.69435 -6.22021 0.0226 -0.0131 -0.0303 -0.576
O 1.81370 -0.33067 2.21033 -0.2909 -0.0741 -0.2390 -0.184
C -1.83257 -1.44793 5.33776 0.0194 -0.0589 -0.0515 -0.741
C -3.49038 -3.34361 -2.37284 -0.0121 -0.0117 -0.0142 -0.746
H -5.28698 -1.32639 0.39267 0.0046 0.0131 -0.0029 0.625
N -0.85323 -0.99468 2.79135 0.0966 -0.0763 -0.1624 0.402
C -4.84745 -3.52856 -2.17234 -0.0174 0.0287 0.0182 -0.408
H -2.20976 -1.62768 6.33532 -0.0051 -0.0095 0.0010 0.308
C 3.90563 -0.74416 3.13853 0.0128 0.0111 0.0142 -0.983
H 0.28997 6.91946 -2.95791 0.0008 0.0032 -0.0016 0.372
C -4.78757 -1.88840 -0.38260 -0.0455 -0.0591 0.0040 -0.133
C -1.49770 -0.13157 4.95512 -0.0421 -0.0123 -0.0859 0.664
H -1.00393 -2.99930 2.44837 0.0032 0.0035 -0.0020 0.555
C -5.47117 -2.79130 -1.17664 0.1982 0.0667 -0.0654 -0.075
```
Positions in Å, forces in eV/Å.

The value obtained for the energy relative to the best compared isomer or geometry (same formula, charge and spin) is 12.1 kcal per mole. Its spin multiplicity is 3. As for the total energy: -360810.8378 eV. For the HOMO energy (spin up / spin down), the calculation gives -4.92 / -4.93 eV. Its net charge is -1.

***

2.
This record from the Open Molecules 2025 dataset describes a molecular structure, C36H25BrCrF10N7O at a distorted geometry. The level of theory is the ωB97M-V functional and the def2-TZVPD basis.

```
81
Properties=species:S:1:pos:R:3:forces:R:3:mulliken_charge:R:1
H 0.76503 -3.12030 1.08426 0.0025 0.0044 -0.0285 0.105
H -2.32398 5.10769 -1.56976 0.0093 -0.0219 -0.0017 0.388
H 2.48502 -3.61568 1.12963 -0.0081 0.0139 -0.0110 0.325
C -0.78375 -0.04766 4.93869 0.0835 -0.0234 0.0665 0.074
N -0.86395 -0.66418 1.77025 0.1280 -0.0236 0.0247 0.602
C -2.30730 -3.34811 -1.25316 -0.0919 -0.0493 -0.0128 -1.129
H -3.49478 -2.05022 3.21837 0.0336 0.0514 -0.0437 0.497
H -2.87309 2.73378 -1.32369 0.0049 0.0238 0.0349 0.494
C 1.23002 -1.11402 2.86608 0.0469 0.0277 -0.1601 -1.050
Br -6.41943 -2.74383 -1.26287 0.0244 -0.0006 0.0106 -0.269
C -1.92783 0.31196 1.42627 0.0555 0.0703 -0.3509 0.388
C 0.64444 -0.48077 -4.15480 0.0027 0.0300 0.0445 -0.227
C -2.66426 -1.03894 -0.63190 0.0367 -0.0108 0.0566 0.083
F -0.68233 -1.36193 5.11100 -0.0365 -0.2415 0.0951 -0.348
H 3.79470 -0.53435 -0.08923 -0.0004 0.0176 0.0748 0.456
H -4.00394 0.44019 2.40009 0.0331 -0.1316 -0.0273 0.478
O -0.45594 -1.96858 -0.85618 -0.2736 -0.1383 0.0718 0.962
H -4.06730 -4.52807 -1.60976 0.0245 0.0239 -0.0205 0.417
C -1.47657 2.05407 5.83650 0.0585 -0.0308 -0.0909 0.596
H 1.67264 -0.85230 3.82758 0.0301 -0.0300 0.0493 0.510
H -1.47687 -2.57116 1.76064 -0.0721 0.0135 -0.1063 0.392
N -1.52808 -1.77342 2.38546 -0.0043 -0.0837 0.1735 -0.551
C -4.53226 -2.49480 -1.11285 -0.0197 0.0094 0.0280 -0.437
F 1.15248 -0.20867 -7.74641 -0.0098 -0.0012 -0.0299 -0.349
H -3.01940 1.01317 -0.25509 -0.0845 -0.0198 -0.0656 0.658
C 3.10372 3.38264 -0.60081 0.0739 0.1901 -0.0328 -1.221
C -1.84429 3.05028 -1.21951 0.1200 0.0905 0.0577 -0.733
C 2.71190 2.04719 -0.47352 -0.0200 -0.2507 -0.0634 0.125
C -2.19569 0.30666 -0.12464 0.1989 0.0696 0.0747 -0.686
C 1.38238 -0.44148 -6.43896 -0.0179 0.0248 -0.0820 0.719
C -3.10321 -0.13917 2.25115 0.0278 0.1460 -0.0677 -1.523
C 0.39727 -0.25599 -5.48871 -0.0762 -0.0011 0.0885 0.002
C -0.84157 2.10013 -0.97220 -0.0565 -0.2216 0.0714 0.231
C 0.81862 3.95551 -1.04639 -0.0620 -0.1469 -0.0234 0.957
N -0.97699 0.78564 -0.74623 -1.1349 0.6260 0.4111 0.152
N 0.16580 -0.13795 2.62527 0.1231 -0.0187 -0.0795 0.816
F 0.14433 2.58451 2.69064 0.0739 0.2179 -0.2334 -0.240
H 0.81308 -2.11519 2.98022 -0.0322 -0.0441 0.0334 0.487
H 2.44704 5.37916 -1.00256 -0.0278 -0.0444 -0.0034 0.402
N 2.13408 -1.62219 0.51675 0.0368 -0.0360 0.3697 1.291
F -0.39668 -0.31278 -3.32575 -0.0132 0.0751 0.0882 -0.220
C 2.60647 -0.86947 -5.98909 0.0652 -0.0340 0.0174 0.128
F -0.82666 0.12752 -5.88091 -0.0568 0.0233 -0.0096 -0.320
C -0.35740 1.93937 3.73316 -0.0100 -0.0432 0.0706 -0.335
H 4.10739 -2.25615 0.10839 0.0685 0.0032 0.0512 0.350
C -1.74864 -2.09327 -0.91630 0.0672 0.0960 0.0031 -0.421
C -0.23038 4.87019 -1.28772 -0.0810 0.1360 -0.0322 -1.077
N 1.46852 1.63322 -0.63393 0.1056 0.6530 0.0413 1.054
F 3.59996 -1.06384 -6.87579 0.0310 -0.0264 -0.0047 -0.332
H -4.71759 -0.44074 -0.55120 0.0261 -0.0190 -0.0042 0.450
C -0.95046 2.68854 4.73351 0.0899 -0.0189 -0.1103 0.157
N 2.03463 -0.99493 -2.26466 0.4958 -0.0948 -0.2002 0.301
H 3.20003 -1.69519 2.32588 0.0212 0.0540 0.0371 0.381
C -2.85206 -1.36699 2.67785 -0.0533 -0.0573 0.1154 -0.673
Cr 0.62927 -0.31071 -0.68606 0.5172 -0.9274 -0.5063 0.619
C -1.52219 4.40330 -1.37449 0.0958 -0.0678 0.0134 -0.848
C 0.52193 2.57758 -0.91241 -0.0863 0.1154 0.0281 0.197
C 2.16820 4.33574 -0.89705 0.0315 -0.0724 0.0365 -0.898
C -1.37040 0.68632 5.95147 0.0549 -0.1820 0.0030 0.348
F 4.12146 -1.51355 -4.38960 0.0325 0.0174 0.2369 -0.367
H -0.00526 5.92554 -1.39051 -0.0002 -0.0522 -0.0169 0.372
C 3.37426 -1.52312 -0.26166 -0.0652 0.0136 -0.1301 -1.333
H 3.12308 -2.78969 -1.99381 0.0397 -0.0095 0.0208 0.425
C 1.72661 -3.02760 0.58727 -0.0199 0.0524 -0.0136 -1.254
F -1.83761 0.08195 7.04528 -0.0652 -0.1070 0.1091 -0.324
C -0.28989 0.55067 3.78631 -0.3793 0.0280 -0.1618 0.000
C -4.03068 -1.25616 -0.75298 0.0658 -0.0040 0.0048 -0.219
H 2.73573 -0.06900 1.77498 0.0373 -0.0003 -0.0421 0.252
C 1.89741 -0.87623 -3.60559 0.2281 -0.0872 0.0237 -0.454
H 4.14140 -1.37881 -2.19028 0.2143 0.0022 -0.1472 0.502
H 3.45058 1.29359 -0.24176 0.0004 0.0044 -0.0510 0.105
F -2.06171 2.75903 6.79392 -0.1315 0.2056 0.3050 -0.314
C 3.20001 -1.71515 -1.76336 -0.4232 0.0121 -0.1566 -1.069
C 2.85320 -1.08972 -4.64496 -0.0897 -0.0195 0.1568 0.402
H 4.14614 3.64141 -0.46945 -0.0035 -0.0113 0.0117 0.451
C -3.67313 -3.55332 -1.34941 0.0801 0.0031 0.0137 -0.470
H -1.61913 -4.16319 -1.44811 -0.0032 0.0392 -0.0190 0.434
H 1.60285 -3.41900 -0.41755 -0.0228 0.0121 -0.0244 0.361
H -1.59379 1.32627 1.64005 0.0838 -0.0245 0.0700 0.386
F -1.01413 4.01545 4.64800 -0.0057 0.1856 -0.0637 -0.320
C 2.38895 -1.10069 1.86868 -0.1419 0.0465 -0.0662 -1.274
```
Positions in Å, forces in eV/Å.

Its spin multiplicity is 5. As for the total energy: -175854.5232 eV. For the HOMO energy (spin up / spin down), the calculation gives -3.36 / -4.15 eV. Its net charge is -1.

***

3.
This record from the Open Molecules 2025 dataset describes a molecular structure, C36H26F6N5O4S5Ti. The level of theory is the ωB97M-V functional and the def2-TZVPD basis.

```
83
Properties=species:S:1:pos:R:3:forces:R:3:mulliken_charge:R:1
C 0.09900 -3.30769 -2.76909 0.0242 -0.0228 -0.0199 -1.147
H 3.98099 1.77896 4.11397 -0.1698 -0.0746 0.0170 0.314
H -5.53524 -1.90084 -4.19312 -0.0008 -0.0004 -0.0010 0.365
H -2.77245 -1.44987 -0.93740 -0.0082 0.0058 0.0041 -0.160
H -2.65915 2.89923 -2.25267 0.0018 0.0088 -0.0195 0.601
N -1.48510 1.06797 -0.55607 0.0079 0.2239 -0.1285 1.247
H -0.65907 -3.19739 -3.53430 -0.0020 0.0011 -0.0022 0.471
C 0.18897 1.15165 4.08409 -0.0330 0.0395 -0.0526 0.517
C 2.29850 1.67323 -3.52819 -0.0679 0.0703 -0.0432 -0.951
C 2.01256 -4.51440 -1.90692 0.0054 0.0338 0.0504 -0.395
N 1.03448 0.42645 -1.39357 -0.0354 0.0409 -0.0604 0.937
H -6.15184 0.48289 -3.98866 0.0000 0.0021 -0.0011 0.368
C 1.21472 5.18002 1.90146 0.0796 -0.0063 0.0381 -0.626
H 5.51683 -0.24380 3.84824 0.0150 -0.0021 -0.0003 0.429
C -3.83754 0.30471 -1.53327 -0.0620 -0.0169 0.0018 -0.067
H 2.80004 -0.53184 -1.04752 -0.0025 0.0134 -0.0208 0.254
C -4.10494 -1.82969 -2.59081 0.0044 0.0087 0.0094 -0.884
H 0.10581 -2.65686 3.35042 -0.0118 -0.0001 0.0003 0.303
S 1.27160 -0.00463 3.36728 -0.2155 -0.0642 -0.1201 -0.678
C 0.21265 2.90670 -4.01349 0.0842 -0.0220 -0.0107 -0.991
H 4.20276 4.10215 3.03770 -0.0253 -0.0480 0.0204 0.412
C 1.54860 2.84213 1.32737 -0.1845 -0.0665 0.2838 -0.303
Ti -0.12151 0.25874 1.18048 -0.0641 0.0165 0.6133 -0.399
H -0.20897 3.94696 0.85793 0.0016 0.0207 0.0035 0.417
O -3.53616 2.61703 -0.38845 -0.0366 0.0223 0.0129 -0.808
S -1.11954 1.60610 3.05318 0.1301 -0.1123 0.0177 -0.578
H 0.68037 3.38189 -4.86837 0.0028 -0.0044 0.0016 0.352
H 4.01039 0.54027 -2.92682 -0.0023 0.0015 0.0109 0.426
H -1.29899 -3.51080 4.05047 -0.0013 0.0032 0.0043 0.489
C 2.97066 0.78398 -2.75142 0.0361 -0.0852 0.0738 -1.282
C -4.79429 0.85594 -2.36663 0.0606 -0.0119 -0.0693 -0.566
H 0.99722 -5.02591 -3.71036 -0.0049 0.0004 -0.0028 0.381
C -0.98909 1.68478 -1.70877 0.0854 -0.1271 0.0750 -0.276
C 2.27843 0.17030 -1.68702 0.0746 0.0614 0.0180 -0.178
N 1.25543 -1.77665 0.39095 -0.0470 0.0660 -0.0612 1.960
S -3.05131 1.26061 -0.24227 0.0562 -0.0344 -0.1039 1.100
H -1.66076 3.87896 -4.22956 -0.0089 -0.0036 0.0061 0.382
F -1.93701 -3.42844 0.08296 -0.0527 -0.0268 0.0149 -0.142
H 0.58005 6.05891 1.88676 -0.0038 0.0006 -0.0021 0.402
F -0.29802 -4.07573 1.32642 -0.0102 -0.0031 -0.0059 -0.307
C 3.67529 1.70547 2.04222 -0.0778 0.0266 0.0809 -0.212
C -1.57167 -3.63126 1.35730 0.0375 0.0366 0.0371 0.198
C -3.21365 -2.16779 2.57781 0.0475 0.0160 0.0119 0.330
C 4.87514 -0.03921 1.71582 -0.0396 -0.0686 -0.0092 -0.728
H 5.32734 -0.85292 1.16925 0.0115 0.0028 -0.0073 0.495
C -5.05863 -1.28045 -3.44303 0.0032 0.0005 0.0007 -0.495
C 2.23492 -2.17402 1.11505 0.0754 -0.0228 -0.0250 -0.725
F -3.41976 -1.00956 3.18205 -0.0077 -0.0100 0.0264 -0.203
O -3.37516 0.58451 0.97509 0.0388 -0.0232 0.1032 -0.766
C -0.95966 -2.60017 3.55499 -0.0242 -0.0240 0.0222 -2.263
C -5.40546 0.05718 -3.32834 0.0052 0.0136 0.0153 -0.664
N 4.25055 1.37836 3.23146 0.2084 0.0676 -0.0159 0.106
O 1.07227 1.73385 0.83347 0.0183 0.0779 -0.2591 1.327
H 2.53862 -1.68645 2.03251 0.0069 0.0080 -0.0070 0.075
C 1.10766 -2.58233 -0.73553 -0.0170 0.0646 0.1487 -1.454
S 3.10394 -3.56086 0.52736 0.0379 -0.0261 0.0075 -0.452
S 0.40929 1.74942 5.64006 0.0519 -0.0459 -0.1078 -0.461
O -1.24867 -1.27605 1.56665 0.0785 -0.2841 -0.3971 1.777
C 0.12507 -2.42614 -1.71148 -0.0334 0.0566 -0.0199 -0.307
C -1.07120 3.17494 -3.65219 -0.0943 -0.0079 0.0698 -0.950
C 2.03719 -3.61899 -0.83663 0.0341 -0.0695 -0.0400 1.124
H 2.80198 6.12812 3.02342 -0.0067 0.0078 0.0098 0.348
H -0.58633 -1.61676 -1.61390 0.0024 -0.0122 -0.0115 0.516
H 2.73378 -5.31837 -1.97909 0.0051 -0.0010 0.0055 0.420
H 2.77844 2.16503 -4.36819 -0.0080 -0.0002 0.0002 0.341
C 1.03822 -4.34549 -2.86854 -0.0332 0.0350 -0.0019 -0.680
F -3.67569 -3.13093 3.42738 -0.0108 -0.0084 -0.0183 -0.327
H -5.04441 1.90279 -2.25545 -0.0137 0.0018 0.0052 0.499
C -3.49436 -1.03842 -1.63219 -0.0317 -0.0124 0.0036 0.403
H -3.84408 -2.87855 -2.66612 0.0037 -0.0020 0.0046 0.496
C -1.66431 2.58769 -2.51766 0.0090 0.0502 -0.0997 -0.863
F -4.00031 -2.23297 1.48799 0.0078 0.0190 -0.0143 -0.241
C 3.22522 4.07510 2.56509 0.1134 0.0575 -0.1377 -0.626
C 0.95177 1.98820 -3.23340 0.0229 -0.0026 -0.0204 1.571
C 5.00078 0.24803 3.04290 -0.0361 0.0289 0.0069 -0.413
C 0.77227 4.01537 1.31188 -0.0525 0.0126 -0.0629 -0.507
C -1.70318 -2.35726 2.23934 -0.0959 0.1142 0.1744 1.033
H -1.11783 -1.73790 4.20131 -0.0031 -0.0067 0.0042 0.485
C 2.45192 5.22205 2.54530 -0.0772 -0.0532 -0.0738 -0.839
C 0.35942 1.35398 -2.11650 -0.0953 -0.0599 0.0587 -0.701
N 4.04822 0.86715 1.09667 0.0732 0.0980 -0.0309 -0.283
F -2.31036 -4.67159 1.80699 0.0079 -0.0197 0.0109 -0.323
C 2.80634 2.89120 1.95397 0.2381 0.0558 0.0002 0.547
```
Positions in Å, forces in eV/Å.

The value obtained for the energy relative to the best compared isomer or geometry (same formula, charge and spin) is 9.1 kcal per mole. Its spin multiplicity is 2. As for the total energy: -146999.4462 eV. For the HOMO energy (spin up / spin down), the calculation gives -1.70 / -1.68 eV. Its net charge is -2.